Here is a 2-piece molecular cluster, C8H8N2O5 overall from the OMol25 dataset. Energies are from ωB97M-V/def2-TZVPD.

Its total charge is 0. The relative energy (zero: lowest compared OMol25 entry of this formula, charge and spin) comes out at 228.43 kcal per mole. For the HOMO-LUMO gap (alpha / beta), the calculation gives 6.8 / 6.8 eV. The HOMO energy (alpha / beta) comes out at -9.441 / -9.441 eV.

Last column: Löwdin charge in e.
Geometry (Å):
C -2.4762 1.9312 0.3098  -0.026
C -1.2070 2.6251 0.4581  -0.015
C -2.4630 0.5547 -0.0761  -0.070
C -0.0304 1.8619 0.4152  -0.006
C -1.2820 -0.0812 -0.2830  -0.041
C -0.1228 0.5624 0.0046  -0.150
C 2.2511 -2.2082 0.4163  -0.001
C 1.1167 -0.2175 -0.1224  -0.244
N 5.2896 0.3538 -0.0030  -0.574
N 2.1966 0.4653 -0.0880  0.075
O 5.3565 1.3646 -0.6341  0.078
O 6.2224 -0.2073 0.4910  0.085
O 4.1491 -0.2317 0.2435  -0.058
O 2.4731 1.6020 -0.1214  0.126
O 1.0409 -1.5343 -0.1174  0.002
H -3.4891 2.2877 0.4916  0.100
H -1.1433 3.6373 0.8241  0.100
H -3.3725 0.0676 -0.4908  0.123
H 0.9681 2.2814 0.4296  0.102
H -1.2373 -1.1441 -0.4777  0.128
H 2.3348 -2.1872 1.5410  0.126
H 3.1772 -1.9317 0.0196  0.041
H 2.3277 -3.2784 0.1741  0.100

Cartesian forces (eV/Å) of the 6 atoms listed first:
1.548 -0.997 -0.259
-1.690 -1.722 1.140
-1.325 1.807 -1.036
-1.399 1.327 -1.266
-0.331 -1.570 0.548
1.644 -0.127 0.081

Here is a single C8H8N2S molecule from the OMol25 dataset. Energies are from ωB97M-V/def2-TZVPD.

The structure (SMILES) is N#C[C@@H](N)Sc1ccccc1. Its total charge is 0. The relative energy (zero: lowest compared OMol25 entry of this formula, charge and spin) comes out at 58.18 kcal per mole. For the HOMO-LUMO gap, the calculation gives 9.2 eV. The HOMO energy comes out at -8.595 eV.

Last column: Löwdin charge in e.
Geometry (Å):
N 2.6719 1.1826 -1.3843  0.133
C 1.8501 1.5547 -0.6307  -0.211
C 0.8497 2.1935 0.3677  -0.615
N 0.8666 3.6005 0.3308  0.008
S -0.9284 1.6567 -0.0821  0.918
C -0.7566 -0.1680 -0.0482  -0.472
C 0.2252 -0.8766 0.7625  -0.098
C 0.1153 -2.2390 0.8743  -0.092
C -0.8137 -2.9093 0.0311  -0.097
C -1.7559 -2.2581 -0.7342  -0.114
C -1.6952 -0.8783 -0.8604  -0.112
H 0.8929 1.6440 1.3189  0.085
H 0.6324 4.0280 -0.5360  0.080
H 1.7147 3.9449 0.6293  0.057
H 1.1206 -0.3641 1.1654  0.099
H 0.8973 -2.8111 1.3576  0.103
H -0.9461 -4.0508 0.1613  0.128
H -2.5473 -2.8227 -1.1364  0.090
H -2.3934 -0.4271 -1.5867  0.111

Cartesian forces (eV/Å) of the 6 atoms listed first:
-2.194 0.912 1.961
1.162 -0.351 -0.792
-1.018 -2.357 -2.083
-1.541 -0.527 0.876
1.237 -0.892 -0.095
0.158 -0.142 -0.460

Here is a 2-piece molecular cluster, C8H8N4O4 overall from the OMol25 dataset. Energies are from ωB97M-V/def2-TZVPD.

The structure (SMILES) is O=c1cc[nH]c(=O)[nH]1.O=c1cc[nH]c(=O)[nH]1. Its total charge is 0. The relative energy (zero: lowest compared OMol25 entry of this formula, charge and spin) comes out at 61.15 kcal per mole. For the HOMO-LUMO gap, the calculation gives 9.9 eV. The HOMO energy comes out at -9.453 eV.

Last column: Löwdin charge in e.
Geometry (Å):
O 1.1943 0.1589 -1.4370  0.057
C 2.1979 -0.0533 -0.7624  -0.453
C 2.5556 -1.3297 -0.2169  0.004
C 3.7726 -1.5339 0.3256  -0.058
N 4.6810 -0.5036 0.4703  0.108
C 4.4340 0.7898 0.0560  -0.511
O 5.1887 1.7080 0.2699  0.083
N 3.1784 0.9291 -0.5434  0.203
H 1.8410 -2.0944 -0.3251  0.104
H 4.1467 -2.4749 0.7271  0.130
H 5.6396 -0.7074 0.8021  0.174
H 2.9812 1.8895 -0.7634  0.158
O -1.4544 -0.8252 1.7025  0.013
C -2.2195 -0.4685 0.7420  -0.381
C -2.8370 -1.3944 -0.3726  0.005
C -4.1328 -1.3024 -0.7533  -0.106
N -4.7577 -0.1131 -0.5189  0.077
C -4.2191 0.9727 0.0862  -0.519
O -4.6445 2.0757 0.2154  0.110
N -2.8938 0.7188 0.5795  0.176
H -2.5594 -2.4225 -0.0495  0.109
H -4.8651 -1.9929 -1.2784  0.150
H -5.7552 0.2066 -0.8714  0.223
H -2.4666 1.3571 1.2112  0.144

Cartesian forces (eV/Å) of the 6 atoms listed first:
0.970 0.183 0.980
-0.434 0.613 -1.183
1.114 -0.332 0.516
-0.031 0.379 0.108
1.032 -0.606 0.029
-0.857 -0.221 0.457

Here is C8H8N4OZn as an isolated structure from the OMol25 dataset. Energies are from ωB97M-V/def2-TZVPD.

Its total charge is 0. The relative energy (zero: lowest compared OMol25 entry of this formula, charge and spin) comes out at 0.00 kcal per mole. For the HOMO-LUMO gap (alpha / beta), the calculation gives 7.5 / 5.1 eV. The HOMO energy (alpha / beta) comes out at -7.369 / -5.651 eV.

Last column: Löwdin charge in e.
Geometry (Å):
Zn 0.2954 0.3113 0.9276  0.637
N 2.1211 3.4509 -0.1230  0.048
C 3.3094 2.7594 -0.0724  -0.088
C 3.0467 1.4271 -0.2728  -0.161
N 1.7340 1.1755 -0.3791  -0.027
C 1.0477 2.4610 -0.2456  -0.414
C -1.3708 2.3846 0.4227  -0.444
N -1.9244 1.2391 0.0740  0.056
C -3.1794 1.5229 -0.4092  -0.143
C -3.4110 2.8601 -0.3182  -0.107
N -2.2482 3.3998 0.1925  0.092
H 1.9807 4.2477 0.4793  0.127
H 4.2507 3.2726 0.0372  0.109
H 3.7723 0.6299 -0.3398  0.109
H -3.8338 0.7441 -0.7640  0.096
H -4.2701 3.4613 -0.5604  0.101
H -2.0896 4.3711 0.3836  0.148
C 0.0199 2.4530 0.9071  -0.192
H 0.1854 3.2732 1.6033  0.067
H 0.5144 2.6446 -1.1932  0.151
O 0.1302 -2.6184 -0.0613  -0.011
C -0.0852 -1.5213 -0.2884  -0.154

Cartesian forces (eV/Å) of the 6 atoms listed first:
-0.409 0.230 0.233
0.326 -0.318 0.222
-0.183 0.642 -0.100
-0.434 -0.587 -0.141
0.601 0.306 -0.079
-0.324 0.531 -0.227

Here is C8H8NO2 as an isolated structure from the OMol25 dataset. Energies are from ωB97M-V/def2-TZVPD.

Its total charge is +1. The relative energy (zero: lowest compared OMol25 entry of this formula, charge and spin) comes out at 69.12 kcal per mole. For the HOMO-LUMO gap (alpha / beta), the calculation gives 7.4 / 7.8 eV. The HOMO energy (alpha / beta) comes out at -13.871 / -12.973 eV.

Last column: Löwdin charge in e.
Geometry (Å):
C -2.4531 0.5562 -0.2364  -0.002
C -2.7023 -0.7982 0.0222  0.024
C -1.1884 1.0103 -0.2610  0.027
C -1.7069 -1.7008 0.3829  0.056
C -0.1590 0.1237 -0.0459  -0.168
C -0.4044 -1.2915 0.2451  -0.109
C 2.0343 1.8587 0.5067  0.369
C 1.8262 -1.0088 0.1996  -0.383
N 1.1532 0.3093 0.0114  0.131
O 0.7818 -1.9634 0.1928  0.118
O 2.7520 -1.4658 -0.6561  0.111
H -3.2704 1.1172 -0.3624  0.092
H -3.6789 -1.0800 -0.0620  0.101
H -0.9530 1.9745 -0.4637  0.100
H -2.0014 -2.6940 0.6111  0.128
H 3.1073 1.9266 0.3394  0.075
H 1.1957 2.4166 0.6695  0.007
H 2.2280 -0.9522 1.1609  0.161
H 2.3656 -2.0422 -1.3593  0.160

Cartesian forces (eV/Å) of the 6 atoms listed first:
1.857 -2.530 0.529
2.410 0.720 0.607
-0.244 -0.868 0.330
-0.072 -0.293 -0.657
0.658 -1.818 0.829
0.583 1.344 -0.975

Here is a single C8H8O2S molecule from the OMol25 dataset. Energies are from ωB97M-V/def2-TZVPD.

The structure (SMILES) is C=CC(=C=C=O)OSC1CC1. Its total charge is 0. The relative energy (zero: lowest compared OMol25 entry of this formula, charge and spin) comes out at 104.66 kcal per mole. For the HOMO-LUMO gap, the calculation gives 8.0 eV. The HOMO energy comes out at -8.567 eV.

Last column: Löwdin charge in e.
Geometry (Å):
C 2.3512 -2.3235 -0.7084  0.070
C 1.2087 -1.7230 -1.0180  -0.088
C 0.9549 -0.3099 -0.7460  -0.374
C 1.7199 0.4463 0.0391  -0.018
C 2.5668 0.9732 0.8051  -0.228
O 3.3059 1.5547 1.5024  0.131
O -0.1598 0.1346 -1.3659  -0.402
S -0.5942 1.7527 -1.2259  1.012
C -1.8246 1.6418 0.0857  -0.545
C -2.7055 0.4455 0.2328  -0.147
C -1.6507 0.7395 1.2624  -0.143
H 2.5227 -3.3634 -0.9159  0.064
H 3.1572 -1.7736 -0.2488  0.072
H 0.3978 -2.2467 -1.5102  0.113
H -2.2331 2.6310 0.2313  0.099
H -2.5384 -0.3880 -0.4331  0.096
H -3.7454 0.6028 0.4812  0.099
H -1.9500 1.1096 2.2314  0.102
H -0.7833 0.0966 1.3007  0.088

Cartesian forces (eV/Å) of the 6 atoms listed first:
-0.101 0.174 -0.038
-0.221 -0.273 -0.263
0.770 0.459 0.751
-0.683 -0.354 -0.659
0.297 0.559 0.315
0.142 -0.151 0.098

Here is a single C8H8O3 molecule from the OMol25 dataset. Energies are from ωB97M-V/def2-TZVPD.

The structure (SMILES) is Cc1cc(C=O)c(O)cc1O. Its total charge is 0. The relative energy (zero: lowest compared OMol25 entry of this formula, charge and spin) comes out at 56.11 kcal per mole. For the HOMO-LUMO gap, the calculation gives 8.7 eV. The HOMO energy comes out at -8.399 eV.

Last column: Löwdin charge in e.
Geometry (Å):
C 2.3720 1.3180 0.0936  -0.044
C 1.1681 0.5338 -0.1122  -0.247
C -0.0709 0.9987 -0.0183  -0.067
C -1.2485 0.3123 -0.0167  -0.101
C -2.6607 1.0078 0.0034  -0.133
O -3.6383 0.2955 -0.1854  0.018
C -1.2578 -1.1399 0.1014  -0.302
O -2.3150 -1.8115 0.0551  0.173
C 0.0203 -1.7354 0.0706  0.052
C 1.1100 -0.8941 -0.0992  -0.232
O 2.3443 -1.5372 -0.1277  0.044
H 3.0396 0.8782 0.8422  0.095
H 2.9925 1.4398 -0.7948  0.083
H 2.0684 2.3812 0.2104  0.095
H -0.2336 2.1076 -0.2349  0.150
H -2.6243 2.1460 0.3027  0.151
H -2.9726 -1.1527 0.1398  0.037
H 0.0560 -2.7432 -0.2058  0.114
H 1.8505 -2.4051 -0.0243  0.113

Cartesian forces (eV/Å) of the 6 atoms listed first:
1.177 1.526 -1.039
-0.248 -3.649 0.708
-2.173 4.545 -1.455
-3.738 -1.126 0.961
3.118 -0.920 0.379
-0.110 1.699 0.468

Here is a single C8H8O3 molecule from the OMol25 dataset. Energies are from ωB97M-V/def2-TZVPD.

The structure (SMILES) is C/C=C\c1cc(O)cc(=O)o1. Its total charge is 0. The relative energy (zero: lowest compared OMol25 entry of this formula, charge and spin) comes out at 50.89 kcal per mole. For the HOMO-LUMO gap, the calculation gives 7.7 eV. The HOMO energy comes out at -8.198 eV.

Last column: Löwdin charge in e.
Geometry (Å):
C 3.0180 0.6809 0.0907  -0.067
C 2.4700 -0.7367 0.0471  -0.071
C 1.1962 -1.2568 -0.1290  -0.076
C -0.0099 -0.6109 -0.0893  -0.215
C -1.3407 -1.2268 -0.1652  0.083
C -2.4572 -0.3361 0.0433  -0.272
O -3.6786 -0.9693 0.0910  0.065
C -2.3158 1.0445 -0.0128  0.054
C -1.0352 1.6419 -0.0077  -0.474
O -0.7899 2.8142 -0.1412  0.099
O 0.0508 0.7661 0.0284  0.076
H 3.5983 0.7685 -0.8185  0.084
H 2.1998 1.3288 0.0306  0.036
H 3.5423 0.8891 1.0310  0.089
H 3.2938 -1.5337 0.1829  0.124
H 1.1699 -2.3545 -0.2995  0.126
H -1.4479 -2.3172 -0.1817  0.121
H -4.3675 -0.3437 0.3108  0.106
H -3.0962 1.7516 -0.0109  0.112

Cartesian forces (eV/Å) of the 6 atoms listed first:
-0.714 -1.716 0.368
0.100 -1.759 0.332
4.741 -1.559 0.113
-6.723 1.581 -0.376
3.303 1.812 1.049
-0.254 0.134 -1.127

Here is a single C8H8S molecule from the OMol25 dataset. Energies are from ωB97M-V/def2-TZVPD.

Its total charge is 0. The relative energy (zero: lowest compared OMol25 entry of this formula, charge and spin) comes out at 45.12 kcal per mole. For the HOMO-LUMO gap (alpha / beta), the calculation gives 8.4 / 5.2 eV. The HOMO energy (alpha / beta) comes out at -8.966 / -7.032 eV.

Last column: Löwdin charge in e.
Geometry (Å):
C -0.7506 -0.8762 -1.3120  -0.014
C 0.5322 -0.8473 -1.9190  -0.101
C -0.8553 -0.2460 -0.0891  -0.198
C 0.2007 0.3960 0.5277  -0.199
C -1.8327 0.1269 0.9949  -0.124
C 1.5771 0.3934 0.0076  -0.134
C 1.6098 -0.2632 -1.3397  -0.068
C -0.6358 0.8566 1.6800  -0.675
S -0.1064 0.1658 3.2683  0.654
H -1.5820 -1.3540 -1.8049  0.104
H 0.6430 -1.3106 -2.8892  0.100
H -2.6532 0.7728 0.6891  0.110
H -2.2192 -0.7128 1.5693  0.099
H 2.0034 1.4053 -0.0343  0.127
H 2.2449 -0.1595 0.6869  0.130
H 2.5675 -0.2818 -1.8355  0.099
H -0.7435 1.9347 1.7999  0.091

Cartesian forces (eV/Å) of the 6 atoms listed first:
-0.268 -0.172 -0.228
0.296 0.020 -0.124
0.589 0.477 0.532
-0.444 -0.853 -0.455
-0.221 -0.103 -0.075
0.278 0.153 0.244

Here is C8H9Br2N as an isolated structure from the OMol25 dataset. Energies are from ωB97M-V/def2-TZVPD.

Its total charge is 0. The relative energy (zero: lowest compared OMol25 entry of this formula, charge and spin) comes out at 53.06 kcal per mole. For the HOMO-LUMO gap (alpha / beta), the calculation gives 7.5 / 7.5 eV. The HOMO energy (alpha / beta) comes out at -7.943 / -7.942 eV.

Last column: Löwdin charge in e.
Geometry (Å):
C -2.4372 -0.5664 1.3714  -0.090
C -1.6256 0.4218 1.8505  -0.107
C -2.0916 -1.1349 0.1107  -0.061
C -0.6240 0.9641 1.0955  -0.047
C -1.0477 -0.6095 -0.6096  -0.067
C -0.2908 0.4358 -0.1551  -0.348
C 1.2962 0.5953 -2.0621  -0.229
C 2.3702 -0.1264 0.4170  -1.187
N 0.8563 0.9638 -0.7772  -0.040
Br 2.3217 -1.8184 -0.2270  0.793
Br 3.8723 0.9493 0.2625  0.687
H -3.2623 -0.8993 1.9526  0.089
H -1.9266 0.7498 2.8919  0.127
H -2.7327 -1.9541 -0.1543  0.096
H -0.0088 1.6763 1.4866  0.083
H -0.7795 -0.9728 -1.5916  0.104
H 2.3661 0.9085 -2.3527  0.096
H 1.4063 -0.4406 -2.0918  -0.033
H 0.5478 0.7959 -2.8121  0.092
H 1.7899 0.0617 1.3948  0.041

Cartesian forces (eV/Å) of the 6 atoms listed first:
1.130 -0.939 -2.174
-1.356 0.801 2.212
-1.412 0.643 2.121
-0.337 -1.477 -0.633
-0.097 -0.972 -1.553
0.740 0.841 0.269